Computed, not measured: an isolated molecule of C5H7BO3 at a distorted geometry, with ωB97M-V/def2-TZVPD.

Properties
- energy (eV) = -12116.0123
- orbital gap (spin up / spin down) (Eh) = 0.291 / 0.319
- LUMO level (spin up / spin down) (eV) = -0.66 / -0.13
- spin multiplicity = 1
- HOMO level (spin up / spin down) (eV) = -8.589 / -8.819
- SMILES = O=C1CCC=C1B(O)O
- energy relative to the best compared isomer or geometry (same formula, charge and spin) (eV) = 2.840

The geometry in XYZ format:
```
16
C5H7BO3 | the Open Molecules 2025 dataset | ωB97M-V/def2-TZVPD
O 0.8903 -2.1710 0.5361
C 0.8068 -1.0115 0.1230
C 2.0212 -0.1026 -0.1397
C 1.5646 1.2826 -0.2101
C 0.1264 1.3208 -0.3857
C -0.4260 -0.3972 -0.3265
B -1.9103 -0.5853 0.1117
O -1.9842 -1.2576 1.2439
O -2.8974 -0.1335 -0.6768
H 2.8850 -0.4052 0.5159
H 2.2519 -0.3669 -1.1786
H 1.9181 1.7502 -1.0963
H 1.8518 1.7876 0.7778
H -0.5622 1.9212 -0.8357
H -2.8258 -1.3365 1.8002
H -3.7103 -0.2950 -0.2593
```

These are the Löwdin partial charges, in e, on atoms 1 to 5:
1. O 0.059
2. C -0.425
3. C -0.141
4. C -0.274
5. C 0.145